# ClF2Mg

A molecular structure, ClF2Mg (ωB97M-V/def2-TZVPD, OMol25).

Summary:
Total charge: -1
Orbital gap: 8.41 eV
E_LUMO: 2.860 eV
Energy above the lowest of the compared OMol25 structures with the same formula, charge and spin: 71.6 kJ/mol
E_HOMO: -5.5 eV

Atoms and positions in Å:
Cl1 0.54 1.94 -0.67
Mg1 0.04 -0.13 0.59
F1 1.23 -1.42 -0.20
F2 -1.81 -0.40 0.28